Record 1
DFT (ωB97M-V with the def2-TZVPD basis set) results for 2 unconnected molecules or ions with the total composition C27H27F3N5O6PS in a non-equilibrium geometry.

```
70
C27H27F3N5O6PS, DFT ωB97M-V with the def2-TZVPD basis set
S -11.43065 -0.00761 1.47094
P -8.34242 1.01507 5.34525
F -14.03024 -0.23589 1.23229
F -13.03002 -2.19509 1.36180
F -12.93970 -1.03369 -0.50103
O -11.40600 -0.10218 2.92010
O -7.85989 -2.97502 -2.81069
O -9.84025 -2.05334 -3.03177
O -6.72423 -3.90168 1.17704
O -11.53203 1.26067 0.78812
O -6.77298 -2.93809 3.24269
N -9.14843 0.24128 6.69998
N -9.50575 2.32476 5.40415
N -8.83424 -2.35286 -2.34588
N -7.12193 -2.89149 2.07436
N -7.19461 -3.66513 -0.09319
C -7.93628 -2.02899 1.32817
C -7.32487 1.28576 8.70333
C -9.10642 6.23548 3.76391
C -7.64806 -0.16753 8.62664
C -6.98039 -3.23695 10.74589
C -7.79046 4.22311 6.71033
C -9.88851 5.27166 3.12182
C -9.94464 -0.81866 0.89049
C -8.91104 -1.14198 1.79846
C -8.40125 5.86647 4.91410
C -10.03695 3.99131 3.65789
C -7.91044 -2.51181 0.00844
C -10.49021 2.08394 6.34756
C -9.64571 -2.63193 6.50010
C -9.31447 3.62661 4.80790
C -12.95459 -0.95070 0.85045
C -10.97032 3.02998 3.01485
C -7.46972 -2.37825 9.61687
C -8.48681 4.57479 5.43532
C -8.23488 -2.88653 8.55835
C -8.49170 -0.67076 7.61649
C -9.03431 7.63554 3.23792
C -8.83558 -1.96668 -0.95785
C -7.14759 -1.02191 9.60597
C -9.85281 -1.12845 -0.47662
C -8.76606 -2.05246 7.56870
C -10.27791 0.95359 7.07143
H -8.45732 8.25906 3.92582
H -10.41432 5.51253 2.19540
H -10.88108 0.60117 7.89978
H -11.09827 3.28254 1.95918
H -7.78612 6.61454 5.42274
H -7.30133 -4.27451 10.61842
H -10.60464 -0.73771 -1.15650
H -9.05767 0.29912 4.29222
H -9.31686 -2.35539 5.48971
H -8.87008 -0.82305 2.83180
H -7.36477 -2.88500 11.71378
H -8.56294 7.67169 2.24892
H -11.29967 2.79495 6.47861
H -10.69796 -2.33246 6.61215
H -5.88422 -3.20629 10.81135
H -7.12413 3.35751 6.61722
H -8.21858 1.91239 8.79127
H -7.16698 5.06413 7.03129
H -10.57162 2.02216 3.08459
H -8.44297 -3.95956 8.51702
H -6.49649 -0.61661 10.38475
H -8.51633 4.01693 7.50980
H -6.71413 1.47495 9.59112
H -9.60706 -3.72615 6.57352
H -10.02956 8.08272 3.13392
H -6.73244 1.63866 7.85631
H -11.96307 3.00002 3.48464
```

---

Record 2
DFT (ωB97M-V with the def2-TZVPD basis set) results for a molecular structure, C27H27N3O4OsS.

```
63
C27H27N3O4OsS, DFT ωB97M-V with the def2-TZVPD basis set
Os 0.38376 -1.00809 -0.18145
S 0.28712 -1.85932 1.94154
O -1.97827 2.82330 0.02213
O 1.29176 -2.50267 -0.91563
O -1.07653 0.34455 -0.12523
O 1.57683 0.35561 0.45717
N 2.96433 -1.80403 2.89815
N -1.35968 -2.09175 -0.35896
N -2.54973 -1.38609 -0.29139
C 1.29742 2.45098 2.41324
C 1.83213 -6.05508 -0.56820
C 2.59964 1.85435 2.95120
C -3.40223 0.84044 0.04859
C 0.06445 1.66742 2.86224
C -4.71375 0.35586 0.14758
C 1.54619 1.63819 -0.02976
C 1.58417 3.26001 -1.80070
C 1.68446 1.93095 -1.39515
C -1.43873 -3.37439 -0.37332
C 1.37113 2.67199 0.91249
C -5.78361 1.20651 0.30133
C -0.50062 -5.62793 -0.25314
C 1.95109 0.91001 -2.48659
C -3.18232 2.22684 0.11297
C 2.06360 -4.70939 -0.76122
C 1.37409 4.28398 -0.89773
C -0.28965 -4.25153 -0.41883
C 1.88959 -1.81403 2.47772
C -2.30777 -0.12269 -0.12238
C 1.28371 3.97897 0.44866
C 1.01351 -3.79850 -0.66933
C -5.55442 2.58138 0.35765
C -4.27584 3.08318 0.26449
C 3.18915 0.04384 -2.24764
C 0.69969 0.09856 -2.83378
C 0.54227 -6.52405 -0.31262
H 1.19964 3.45218 2.84286
H 3.10444 -0.56919 -1.35365
H 1.12985 4.77115 1.17127
H 1.68969 3.48736 -2.85491
H 2.78919 0.86841 2.53467
H -2.43298 -3.80732 -0.33538
H -6.78748 0.81316 0.37996
H 0.06032 0.65627 2.46453
H 0.04493 1.59646 3.95149
H 0.58384 -0.82758 -2.23627
H -0.21024 0.69113 -2.76047
H -0.85120 2.16819 2.53954
H -4.07923 4.14590 0.30738
H 2.16195 1.50551 -3.37800
H 0.76972 -0.31652 -3.84225
H 3.35559 -0.62076 -3.09773
H -4.86102 -0.71408 0.10159
H 3.44359 2.50298 2.70887
H 1.29290 5.30801 -1.23701
H 2.54919 1.75321 4.03710
H 0.36246 -7.58016 -0.16874
H -1.50944 -5.97683 -0.06813
H 3.05422 -4.32728 -0.96779
H 4.06857 0.67792 -2.13324
H 2.65958 -6.75028 -0.62077
H -1.27958 2.15017 -0.03698
H -6.38546 3.26463 0.47796
```

---

Gap between HOMO and LUMO values, unit eV, following the record order: 4.23 6.85.
HOMO values, unit eV, following the record order: -6.87 -8.35.
ΔE to the lowest compared entry with this formula, charge and spin values, unit eV, following the record order: 0.0000 0.0310.